{
  "formula": "C72H144N8O8",
  "method": "ωB97M-V with the def2-TZVPD basis set",
  "largest_force_ha_per_bohr": 0.112,
  "mol_weight_da": 1250.0,
  "lumo_energy_ev": [0.245, -0.493],
  "multiplicity": 9,
  "energy_ha": -3868.9479,
  "de_lowest_kj_mol": 458.27,
  "symbols": ["C", "C", "C", "C", "C", "C", "N", "O", "C", "C", "C", "H", "H", "H", "H", "H", "H", "H", "H", "H", "H", "H", "H", "H", "H", "H", "H", "H", "H", "C", "C", "C", "C", "C", "C", "N", "O", "C", "C", "C", "H", "H", "H", "H", "H", "H", "H", "H", "H", "H", "H", "H", "H", "H", "H", "H", "H", "H", "C", "C", "C", "C", "C", "C", "N", "O", "C", "C", "C", "H", "H", "H", "H", "H", "H", "H", "H", "H", "H", "H", "H", "H", "H", "H", "H", "H", "H", "C", "C", "C", "C", "C", "C", "N", "O", "C", "C", "C", "H", "H", "H", "H", "H", "H", "H", "H", "H", "H", "H", "H", "H", "H", "H", "H", "H", "H", "C", "C", "C", "C", "C", "C", "N", "O", "C", "C", "C", "H", "H", "H", "H", "H", "H", "H", "H", "H", "H", "H", "H", "H", "H", "H", "H", "H", "H", "C", "C", "C", "C", "C", "C", "N", "O", "C", "C", "C", "H", "H", "H", "H", "H", "H", "H", "H", "H", "H", "H", "H", "H", "H", "H", "H", "H", "H", "C", "C", "C", "C", "C", "C", "N", "O", "C", "C", "C", "H", "H", "H", "H", "H", "H", "H", "H", "H", "H", "H", "H", "H", "H", "H", "H", "H", "H", "C", "C", "C", "C", "C", "C", "N", "O", "C", "C", "C", "H", "H", "H", "H", "H", "H", "H", "H", "H", "H", "H", "H", "H", "H", "H", "H", "H", "H"],
  "xyz": [[-7.7089, 4.5273, -5.7945], [-6.9682, 3.2089, -5.6235], [-5.7841, 3.1207, -6.6675], [-4.4165, 3.7624, -6.3510], [-4.0954, 3.3400, -4.9169], [-5.1558, 3.7004, -3.8277], [-6.4429, 3.0726, -4.2325], [-7.3734, 2.9955, -3.1882], [-4.6043, 3.1530, -2.4577], [-5.1473, 5.2394, -3.6999], [-7.8820, 2.0173, -6.0403], [-7.0701, 5.3925, -5.6163], [-8.5937, 4.5157, -5.1596], [-7.9655, 4.7181, -6.8378], [-5.5210, 2.1169, -7.0038], [-6.0519, 3.6526, -7.5827], [-4.4990, 4.8330, -6.5503], [-3.5694, 3.5114, -6.9910], [-3.2149, 3.8799, -4.5618], [-3.8966, 2.2774, -4.7697], [-3.6416, 3.5882, -2.1927], [-5.2052, 3.2952, -1.5589], [-4.5716, 2.0657, -2.5503], [-5.3554, 5.7901, -4.6166], [-5.9364, 5.4660, -2.9823], [-4.1398, 5.5187, -3.3940], [-8.3990, 2.0454, -6.9988], [-8.6499, 1.9542, -5.2678], [-7.2889, 1.1030, -6.0544], [-1.9130, 2.5735, -0.0212], [-1.0083, 1.4225, 0.5085], [-1.8815, 0.6878, 1.5636], [-1.2130, -0.6487, 2.0492], [-1.1424, -1.4636, 0.7416], [-0.1878, -0.9189, -0.3266], [-0.5844, 0.5088, -0.6069], [0.0641, 1.0846, -1.6795], [1.2624, -1.1342, 0.2046], [-0.2763, -1.8593, -1.5266], [0.1161, 1.9998, 1.3983], [-1.4263, 3.1143, -0.8342], [-2.2408, 3.2409, 0.7747], [-2.8196, 2.2250, -0.5181], [-1.9257, 1.3777, 2.4090], [-2.9388, 0.5306, 1.3480], [-1.7988, -1.2297, 2.7625], [-0.2208, -0.5956, 2.4963], [-2.1108, -1.6042, 0.2580], [-0.8653, -2.4081, 1.2162], [1.4110, -0.7515, 1.2143], [1.6371, -2.1571, 0.1923], [1.8519, -0.5655, -0.5167], [-1.2972, -1.7961, -1.9029], [0.4486, -1.6562, -2.3146], [0.0038, -2.8504, -1.1712], [0.7363, 1.2567, 1.9040], [-0.2160, 2.7745, 2.0849], [0.9598, 2.3073, 0.7729], [0.0765, -0.5223, 5.7682], [0.6488, -0.0019, 7.1208], [2.0293, -0.6002, 7.3746], [3.0507, -0.0294, 6.5085], [3.1967, 1.4658, 6.6500], [1.8660, 2.2269, 6.4549], [0.7662, 1.4706, 7.2102], [-0.4434, 2.1225, 7.1147], [2.2258, 3.6240, 7.0347], [1.5312, 2.4121, 4.9357], [-0.2826, -0.5106, 8.2308], [0.5403, -0.1094, 4.8705], [-0.9321, -0.1332, 5.6092], [0.0066, -1.6017, 5.6340], [2.2133, -0.2866, 8.4050], [2.0691, -1.6758, 7.1988], [2.8710, -0.2807, 5.4596], [4.0499, -0.4380, 6.6783], [4.0479, 1.7135, 6.0145], [3.5615, 1.6236, 7.6678], [1.3099, 4.1939, 6.8769], [2.4621, 3.4736, 8.0880], [3.1170, 4.0415, 6.5703], [0.4496, 2.5103, 4.8504], [2.0952, 3.3142, 4.7050], [1.8399, 1.5725, 4.3132], [-0.4471, -1.5824, 8.1231], [-1.2650, -0.0678, 8.0643], [0.1149, -0.1850, 9.1911], [-0.0999, -0.4659, -4.9703], [-1.5046, -0.7545, -5.6045], [-1.6037, 0.3852, -6.6906], [-0.7667, 0.0277, -7.9553], [-0.9085, -1.3964, -8.4429], [-0.7491, -2.4551, -7.3610], [-1.6010, -2.1130, -6.2095], [-1.6207, -3.0840, -5.2420], [-1.2167, -3.7380, -8.0258], [0.8071, -2.6464, -7.1129], [-2.6222, -0.3901, -4.6293], [0.7390, -0.2801, -5.6391], [0.2424, -1.4043, -4.5258], [-0.1003, 0.2909, -4.1864], [-2.6532, 0.4586, -6.9846], [-1.2991, 1.3454, -6.2773], [0.2820, 0.2407, -7.7320], [-0.9204, 0.7546, -8.7551], [-0.2504, -1.5297, -9.3028], [-1.8772, -1.5099, -8.9371], [-0.8300, -3.7314, -9.0464], [-0.9691, -4.7041, -7.5846], [-2.2811, -3.8931, -8.2169], [1.0941, -3.2123, -6.2269], [1.2828, -3.1349, -7.9638], [1.3206, -1.6854, -7.0733], [-2.5446, 0.6252, -4.2361], [-2.6338, -0.9963, -3.7216], [-3.6623, -0.3960, -4.9605], [-3.7608, 9.0587, 2.5505], [-3.1932, 9.3381, 1.1039], [-1.7851, 9.8925, 1.3935], [-0.9230, 10.0046, 0.1556], [-0.6476, 8.5473, -0.3542], [-2.0005, 7.8504, -0.7000], [-3.0539, 8.0614, 0.3486], [-3.8900, 7.0711, 0.6428], [-2.4607, 8.4590, -2.0506], [-1.6800, 6.3432, -1.0380], [-4.1033, 10.4541, 0.4630], [-4.7739, 8.6486, 2.5481], [-3.9248, 9.8497, 3.2825], [-3.2221, 8.2414, 3.0325], [-1.8411, 10.9402, 1.6972], [-1.2617, 9.3217, 2.1601], [0.0451, 10.4562, 0.3726], [-1.3815, 10.5088, -0.6950], [-0.1539, 7.9204, 0.3898], [0.0335, 8.7546, -1.1796], [-1.6261, 8.4977, -2.7499], [-3.3183, 7.9283, -2.4650], [-2.8063, 9.4887, -1.9427], [-2.5317, 5.7430, -1.3580], [-0.8917, 6.3905, -1.7871], [-1.3824, 5.8233, -0.1260], [-4.7457, 9.9179, -0.2342], [-3.3850, 11.0865, -0.0642], [-4.6102, 11.2042, 1.0675], [6.0859, -6.0709, 5.4807], [5.2914, -5.2708, 4.3986], [4.4968, -4.1225, 5.1353], [3.7918, -3.0057, 4.3154], [4.6650, -2.6084, 3.1320], [5.4307, -3.7588, 2.3708], [6.1112, -4.6941, 3.2963], [6.8558, -5.6294, 2.6006], [4.3478, -4.3294, 1.4252], [6.4909, -3.1008, 1.4869], [4.1853, -6.3154, 3.9892], [6.8567, -5.4312, 5.9165], [6.6296, -6.8803, 4.9930], [5.5240, -6.4837, 6.3165], [3.7885, -4.5749, 5.8281], [5.2632, -3.5762, 5.6917], [3.4589, -2.2427, 5.0174], [2.8620, -3.4737, 3.9791], [5.5173, -2.0191, 3.4825], [4.1254, -1.9698, 2.4328], [3.4618, -4.6575, 1.9718], [3.9661, -3.6229, 0.6875], [4.6829, -5.1976, 0.8550], [5.9999, -2.2304, 1.0535], [7.3202, -2.8141, 2.1380], [7.0347, -3.7397, 0.7926], [4.2076, -6.6596, 2.9525], [3.1621, -5.9618, 4.1220], [4.2665, -7.2977, 4.4559], [-2.5246, -5.6458, 2.4429], [-1.5510, -5.8429, 3.6646], [-1.6327, -4.5227, 4.5576], [-0.8978, -4.6885, 5.9212], [-1.3320, -6.0361, 6.6301], [-1.3476, -7.3112, 5.8119], [-2.0164, -7.0297, 4.4913], [-2.7212, -8.0846, 3.9726], [0.0786, -7.8413, 5.6574], [-2.1895, -8.2361, 6.7534], [-0.2261, -6.0310, 2.8661], [-2.3670, -6.4091, 1.6845], [-2.5153, -4.6132, 2.0907], [-3.5908, -5.7026, 2.6784], [-1.3440, -3.6706, 3.9386], [-2.6692, -4.2230, 4.7298], [-1.0161, -3.8029, 6.5442], [0.1653, -4.8068, 5.6964], [-2.3568, -5.8082, 6.9308], [-0.7511, -6.2277, 7.5319], [0.5228, -8.2460, 6.5660], [0.0654, -8.6213, 4.8962], [0.6395, -6.9560, 5.3549], [-3.2287, -7.9302, 6.6498], [-1.9902, -9.2803, 6.5101], [-1.8282, -8.1673, 7.7792], [-0.2609, -5.9550, 1.7790], [0.1307, -7.0507, 3.0119], [0.4878, -5.2375, 3.0969], [5.5286, -3.9635, -3.4904], [4.6771, -2.6637, -3.5874], [4.7217, -2.0005, -2.2189], [4.0989, -0.5886, -2.1811], [4.7888, 0.1894, -3.2805], [4.7568, -0.3429, -4.6967], [5.1973, -1.7485, -4.6823], [5.3626, -2.3365, -5.9959], [3.3970, 0.0176, -5.3154], [5.8338, 0.4598, -5.4451], [3.2368, -3.0800, -3.8077], [5.5964, -4.3969, -4.4885], [5.0303, -4.6151, -2.7733], [6.5699, -3.8473, -3.1886], [4.4160, -2.6567, -1.4045], [5.7803, -1.7754, -2.0532], [4.1625, -0.0615, -1.2301], [3.0382, -0.7785, -2.3662], [5.8083, 0.3828, -2.9367], [4.3621, 1.1824, -3.1187], [2.9365, -0.9041, -5.6690], [2.7319, 0.3411, -4.5138], [3.5780, 0.8216, -6.0246], [5.4455, 1.4780, -5.3599], [6.8610, 0.5091, -5.0840], [5.9263, 0.3079, -6.5208], [3.3076, -3.8070, -4.6199], [2.6014, -2.2433, -4.0938], [2.8133, -3.6386, -2.9733]],
  "forces_ev_per_a": [[0.199, 0.412, -0.236], [1.028, -0.558, -1.946], [1.268, 0.633, -1.053], [-0.790, -0.150, 1.293], [0.293, 0.943, 1.148], [1.275, 0.277, -0.418], [-2.520, 0.134, 3.557], [2.755, 0.203, -3.792], [-1.061, -0.638, -0.553], [-0.988, -0.483, -0.107], [0.021, 0.009, 1.585], [-0.068, -0.096, 0.670], [0.032, 0.321, -0.021], [-0.435, -0.604, -0.057], [-0.625, -0.367, 0.439], [-0.826, -0.284, -0.033], [0.039, 0.263, 0.844], [-0.374, -0.719, -0.298], [0.320, -0.226, -0.084], [0.055, -0.114, -0.696], [0.171, -0.137, -0.564], [-0.549, 0.467, -0.414], [0.513, -0.086, 0.008], [-0.022, -0.210, -0.079], [0.329, 0.507, 0.239], [-0.206, 0.161, 0.398], [0.338, 0.771, -0.120], [-0.076, -0.336, -0.021], [-0.075, -0.056, 0.265], [0.470, -0.418, -1.016], [-1.629, 0.223, 1.103], [0.824, -0.598, 1.815], [-1.340, 0.773, -1.979], [-0.038, -0.390, 1.201], [0.611, -1.521, 1.374], [2.596, 1.024, -2.177], [-2.025, -1.608, 3.347], [0.064, 1.689, -0.521], [-0.241, 0.742, -0.160], [2.005, -0.515, -1.661], [0.361, 0.293, 0.343], [0.321, 0.010, 0.067], [-0.022, -0.560, 0.300], [-0.005, 0.191, 0.001], [0.155, -0.311, -0.704], [-0.382, 0.349, 0.031], [0.001, 0.522, -0.117], [-0.294, 0.109, 0.386], [0.522, -0.660, -1.332], [0.086, 0.173, -0.081], [-0.545, -0.169, -0.159], [0.514, 0.046, 0.349], [0.115, -0.450, -0.370], [-0.167, 0.451, -0.032], [-0.548, -0.110, 0.058], [-0.915, -0.457, 0.678], [-0.027, -0.042, -0.191], [-0.411, 1.103, -0.392], [-0.639, 1.355, -0.688], [-0.293, -1.703, -0.535], [-0.669, 0.155, 0.688], [1.728, 0.627, -1.544], [-0.221, -1.158, 0.367], [1.875, -0.438, -0.425], [-2.754, 2.716, -1.534], [3.411, -1.781, 0.499], [-1.823, -1.143, 0.432], [0.024, -0.352, 1.416], [-0.422, 0.868, -0.738], [0.676, -0.153, 0.189], [-0.255, -0.075, 0.481], [0.335, -0.088, 0.501], [0.478, -0.676, 0.242], [-0.580, -0.146, 0.662], [-0.282, 0.045, -0.121], [-0.051, -0.337, 0.289], [-0.465, 0.847, -0.352], [-0.125, 0.246, 0.150], [0.383, 0.737, 0.354], [-0.297, 0.368, 0.125], [-0.253, -0.065, -0.349], [0.079, 0.455, -0.224], [-0.364, -0.037, -0.737], [0.183, 0.034, 0.054], [0.465, -0.084, 0.309], [0.017, 0.182, 0.267], [-0.180, -0.372, 0.159], [0.146, -1.810, 0.610], [0.706, 3.039, -0.810], [-0.257, -1.754, -1.459], [0.585, 1.111, 0.783], [-0.886, 1.042, -0.499], [1.031, -0.859, -1.116], [0.894, -1.732, 3.403], [-0.174, 2.376, -2.655], [-0.760, -1.369, -0.727], [-0.313, 0.658, 0.248], [-0.492, -0.607, 1.439], [-0.594, 0.476, -0.515], [-0.155, -0.020, 0.493], [-0.325, 0.054, -0.086], [-0.112, 0.136, -0.074], [0.049, -0.136, 0.172], [0.177, -0.289, 0.258], [-0.544, -0.126, -0.119], [0.515, -0.364, 0.382], [-0.387, -0.050, 0.389], [0.415, -0.127, 0.087], [0.620, 0.339, 0.426], [-0.330, 0.870, 0.448], [-0.414, -0.039, 0.103], [-0.445, -0.218, -0.138], [-0.132, 0.083, 0.203], [0.718, 0.116, -0.301], [0.227, -0.301, -0.101], [0.181, -0.482, -0.814], [-1.067, -1.732, -0.315], [-0.339, 1.136, 3.107], [0.133, 1.393, -1.052], [0.657, -2.438, -0.181], [-0.844, 1.148, 0.850], [0.544, -0.355, -1.919], [-1.104, -1.547, 0.666], [1.790, 1.973, -0.934], [-0.648, 0.531, 0.409], [-0.743, 0.827, 1.459], [1.655, -0.866, -1.176], [-0.096, -0.122, -0.707], [0.941, 0.731, -0.590], [0.403, 0.189, 0.005], [-0.606, -0.145, 0.782], [-0.093, -0.086, -0.011], [-0.113, 0.247, 0.040], [-0.105, 0.413, 0.306], [0.245, 0.275, 0.164], [-0.250, -1.046, -0.482], [-0.085, -0.303, -0.088], [0.157, -0.244, -0.068], [0.064, 0.079, 0.145], [-0.163, 0.460, -0.405], [0.006, -0.334, 0.081], [0.548, 0.090, -0.039], [-0.362, 0.548, -0.040], [-0.302, -0.043, -0.730], [-0.234, -0.827, 0.706], [1.530, 1.130, -0.862], [-2.358, -0.918, 1.592], [1.468, 0.937, -0.199], [-0.151, -2.515, -0.327], [1.577, 0.316, 0.831], [-1.426, 1.045, -1.108], [0.384, -3.427, -1.866], [-1.877, 2.610, 2.236], [-0.231, -1.496, 0.209], [0.627, 0.070, 1.063], [-0.066, -0.508, -1.638], [0.062, 0.100, 0.059], [-0.141, -0.090, -0.047], [-0.558, 0.221, -0.372], [0.183, -0.066, 0.088], [0.026, -0.144, 0.476], [0.432, 0.364, -0.323], [-0.187, 0.190, -0.439], [-0.219, 0.463, 0.403], [0.046, -0.214, -0.232], [0.014, -0.015, 0.134], [0.449, 0.451, 0.195], [0.241, -0.039, 0.069], [0.450, 0.001, -0.405], [-0.153, 0.611, 0.148], [-0.835, -0.209, -0.386], [0.327, 0.552, -0.293], [0.058, 0.181, 0.213], [0.195, 0.339, 0.721], [-1.526, -0.130, 1.226], [-1.912, 0.829, -1.772], [-0.015, -1.132, 0.182], [0.493, -1.409, -1.152], [-0.504, 2.622, -0.436], [-0.600, -0.015, 1.294], [-0.816, -2.665, -0.443], [2.312, 3.502, 0.986], [-0.443, 0.448, -0.725], [0.688, -0.369, -1.400], [0.762, -0.231, 0.752], [0.175, 0.326, -0.122], [0.954, -0.098, -0.405], [-0.006, -0.467, 0.601], [0.900, -0.127, 0.083], [-0.342, -0.742, 0.182], [-0.116, -0.174, 0.187], [0.232, 0.357, 0.020], [-0.132, -0.345, 0.279], [0.093, 0.229, -0.017], [-0.312, 0.108, 0.167], [0.334, 0.069, -0.081], [0.624, -0.457, -0.286], [-0.073, -0.454, 0.230], [-0.630, -0.066, -0.359], [-0.088, 0.534, -0.012], [-0.907, 0.125, 0.028], [0.538, 0.250, 0.353], [0.410, -0.415, 0.621], [-0.091, 0.642, -0.773], [0.438, -0.730, 0.668], [1.904, 1.935, 0.592], [-0.543, -2.134, -0.822], [0.065, 1.178, 2.049], [1.630, 0.768, -0.081], [-0.678, -2.672, -3.599], [-0.755, 2.142, 5.292], [-0.034, -1.172, 0.755], [-0.208, 1.296, -0.679], [0.063, -0.668, -1.434], [-0.333, -0.302, 0.099], [0.042, -0.198, -0.182], [-0.106, 0.513, 0.264], [-0.254, -0.205, -0.304], [0.263, -0.369, 0.360], [0.248, -0.223, 0.071], [-0.248, 0.670, -0.193], [0.312, -0.491, -0.166], [-0.155, 0.285, -1.227], [0.043, 0.354, -0.874], [-0.038, 0.313, -0.118], [-0.590, -0.319, -0.305], [0.291, 0.268, -0.031], [-0.182, -0.592, 0.580], [-0.399, -0.575, 0.038], [-0.604, 0.163, -0.332], [-0.151, -0.160, 0.108], [0.115, 0.317, 0.258]]
}